(1)
{"formula": "C11H32CrN2O5P2", "method": "ωB97M-V/def2-TZVPD", "mol_weight_g_mol": 386.33, "orbital_gap_ev": [7.454, 7.564], "spin_multiplicity": 4, "total_charge": 1, "s2": 3.821, "relative_energy_kcal_mol": 25.4, "elements": ["Cr", "P", "P", "O", "O", "O", "O", "O", "N", "N", "C", "C", "C", "C", "C", "C", "C", "C", "C", "C", "C", "H", "H", "H", "H", "H", "H", "H", "H", "H", "H", "H", "H", "H", "H", "H", "H", "H", "H", "H", "H", "H", "H", "H", "H", "H", "H", "H", "H", "H", "H", "H", "H"], "coordinates": [[0.54, 0.14, 0.16], [2.49, -0.01, 1.44], [-0.34, 0.58, 2.25], [4.13, 1.86, -2.66], [-2.57, 0.19, -0.68], [0.39, -2.94, 0.50], [-3.06, 3.59, 0.60], [2.52, -0.70, -1.94], [-1.20, -0.20, -0.79], [1.29, -0.61, -1.58], [-2.27, -1.16, -2.65], [0.31, -1.19, -2.31], [-1.02, -0.92, -1.89], [0.63, -1.87, -3.61], [2.93, -1.66, 2.02], [3.98, 0.64, 0.65], [-1.95, 1.41, 2.43], [-0.52, -1.03, 3.09], [2.33, 0.96, 3.00], [0.89, 1.50, 3.23], [0.39, 1.99, -0.09], [3.79, 1.16, -0.30], [4.47, 1.34, 1.34], [0.46, -1.14, -4.40], [3.90, -1.90, 1.56], [3.26, 1.39, -2.38], [-1.41, -1.50, 2.66], [1.56, 2.01, 0.07], [2.18, -2.39, 1.69], [0.44, 1.85, -1.20], [0.59, 1.39, 4.29], [0.04, -2.77, -3.82], [-2.70, 0.64, 2.30], [-3.03, -1.71, -2.06], [4.62, -0.22, 0.44], [3.02, -1.63, 3.11], [3.06, 1.79, 2.95], [1.69, -2.14, -3.62], [2.65, 0.30, 3.82], [-0.65, -0.83, 4.16], [0.34, -1.68, 2.92], [-0.13, 2.85, 0.37], [-1.95, 1.79, 3.45], [-2.72, -0.21, -2.98], [-2.02, -1.76, -3.54], [-3.17, 3.54, -0.36], [-2.12, 2.23, 1.73], [0.83, 2.57, 2.96], [-2.63, 0.73, 0.16], [-2.76, 4.51, 0.79], [3.69, 2.52, -3.23], [0.84, -3.31, -0.28], [-0.17, -3.65, 0.85]], "nbo_charge": [0.719, 0.971, 1.064, -0.931, -0.552, -0.963, -0.958, -0.503, -0.237, -0.098, -0.676, 0.031, 0.283, -0.672, -0.955, -0.934, -0.978, -0.946, -0.708, -0.726, -0.879, 0.278, 0.244, 0.236, 0.262, 0.466, 0.251, 0.199, 0.272, 0.223, 0.248, 0.228, 0.246, 0.261, 0.261, 0.244, 0.260, 0.265, 0.247, 0.244, 0.251, 0.234, 0.254, 0.264, 0.233, 0.487, 0.296, 0.257, 0.490, 0.490, 0.465, 0.498, 0.497]}

(2)
{"formula": "C32H48BrFNO17", "method": "ωB97M-V/def2-TZVPD", "mol_weight_g_mol": 817.63, "orbital_gap_ev": 5.749, "total_charge": -1, "elements": ["Br", "F", "O", "O", "O", "O", "O", "O", "O", "O", "O", "O", "O", "O", "O", "O", "O", "O", "O", "N", "C", "C", "C", "C", "C", "C", "C", "C", "C", "C", "C", "C", "C", "C", "C", "C", "C", "C", "C", "C", "C", "C", "C", "C", "C", "C", "C", "C", "C", "C", "C", "C", "H", "H", "H", "H", "H", "H", "H", "H", "H", "H", "H", "H", "H", "H", "H", "H", "H", "H", "H", "H", "H", "H", "H", "H", "H", "H", "H", "H", "H", "H", "H", "H", "H", "H", "H", "H", "H", "H", "H", "H", "H", "H", "H", "H", "H", "H", "H", "H"], "coordinates": [[2.25, -0.84, 4.20], [0.00, -1.14, 6.50], [2.78, 1.33, -1.88], [-0.68, -7.09, -3.63], [0.66, 8.03, -4.60], [-3.86, -2.06, -2.55], [4.25, -1.42, 6.16], [2.01, 6.77, -3.34], [2.20, 2.68, 3.55], [2.55, 3.32, -0.89], [4.20, 1.92, 7.02], [5.42, 0.28, 7.95], [0.88, 4.02, 2.36], [-1.68, -2.56, -2.57], [-8.02, -1.18, -1.23], [0.73, -3.16, 1.18], [-8.14, -3.09, -2.38], [-1.32, -6.41, -1.60], [2.54, -2.82, 2.46], [2.61, 0.20, 5.73], [4.48, 0.73, 7.28], [-8.64, -2.06, -2.05], [0.66, 4.16, -2.02], [-0.46, -6.81, -2.32], [-2.79, -2.81, -2.20], [2.13, 2.32, -1.70], [-8.89, -0.08, -0.92], [-5.04, -2.55, -1.88], [2.07, -3.06, 1.39], [0.48, 0.00, 7.14], [3.27, 4.48, 2.52], [4.12, 7.59, -3.99], [-10.02, -1.53, -2.41], [-9.92, -0.05, -2.04], [1.52, 4.33, -0.78], [1.76, 7.80, -4.18], [4.33, 3.45, 2.92], [3.49, -0.37, 6.74], [-3.23, -3.95, -1.31], [-4.74, -4.00, -1.54], [3.04, 8.57, -4.44], [0.47, -3.54, -0.18], [1.97, 3.73, 2.77], [3.59, 2.63, 3.97], [1.43, 0.83, 6.28], [0.99, -7.12, -1.97], [0.76, 2.65, -2.27], [0.51, -7.65, -4.22], [1.71, -3.14, -0.97], [2.81, -3.31, 0.08], [3.39, 6.79, -2.92], [1.66, -7.19, -3.34], [3.62, -2.60, -0.03], [0.01, 2.09, -1.71], [-0.43, -3.04, -0.53], [-0.36, 4.52, -1.89], [5.03, 8.07, -3.62], [4.56, 2.83, 2.06], [3.91, 1.60, 4.01], [-9.52, 0.51, -2.89], [3.65, 3.05, 4.97], [4.39, 6.94, -4.82], [1.85, -3.72, -1.87], [1.64, -2.09, -1.25], [-10.86, 0.41, -1.75], [2.00, 5.31, -0.73], [1.02, -8.07, -1.44], [-5.89, -2.44, -2.55], [0.93, -0.26, 8.09], [1.10, 4.69, -2.86], [3.02, 9.48, -3.83], [-10.23, -1.70, -3.46], [-9.34, -0.27, 0.06], [1.40, -6.33, -1.34], [0.40, -8.74, -4.23], [3.20, -4.33, 0.11], [-8.29, 0.83, -0.85], [-2.98, -3.70, -0.27], [3.44, 7.27, -1.94], [3.35, 4.79, 1.48], [-0.39, 0.63, 7.37], [0.97, 4.17, 0.15], [3.11, 8.84, -5.49], [-2.71, -4.87, -1.59], [1.98, -6.19, -3.64], [2.52, -7.85, -3.38], [2.96, -0.80, 7.60], [3.29, 5.37, 3.17], [-5.21, -1.94, -0.99], [3.75, 5.77, -2.83], [-4.96, -4.63, -2.39], [0.86, 1.25, 5.45], [0.58, -7.30, -5.25], [-5.31, -4.37, -0.69], [1.76, 1.67, 6.89], [4.43, -2.05, 6.86], [0.29, -4.62, -0.21], [5.25, 3.88, 3.30], [-10.76, -2.06, -1.80], [0.71, 2.39, -3.32]], "mulliken_charge": [-0.005, -0.302, -0.642, -0.375, -0.590, -0.391, -0.518, -0.249, -0.221, -0.348, -0.676, -0.769, -0.744, -0.608, -0.318, -0.359, -0.562, -0.649, -0.668, 0.156, 0.390, 0.577, -0.248, 0.535, 0.572, 0.463, -0.461, -0.100, 0.474, -0.493, -0.049, -0.585, -0.476, -0.474, -0.334, 0.390, -0.666, 0.184, 0.107, -0.617, -0.399, 0.271, 0.493, -0.226, -0.759, -0.019, -0.454, -0.465, -0.396, -0.451, -0.362, -0.535, 0.331, 0.257, -0.147, 0.445, 0.347, 0.253, 0.223, 0.268, 0.208, 0.280, 0.200, 0.320, 0.324, 0.403, 0.326, 0.096, 0.342, -0.031, 0.252, 0.299, 0.265, -0.101, 0.257, 0.237, 0.322, 0.307, 0.280, -0.021, 0.355, 0.198, 0.296, -0.035, 0.219, 0.369, 0.150, 0.327, 0.145, 0.290, 0.303, 0.391, 0.347, 0.357, 0.330, 0.331, 0.054, 0.383, 0.264, 0.339]}

(3)
{"formula": "C10H37Ca2O19PS2", "method": "ωB97M-V/def2-TZVPD", "mol_weight_g_mol": 636.65, "orbital_gap_ev": 8.567, "relative_energy_kcal_mol": 0.0, "elements": ["Ca", "Ca", "S", "S", "P", "O", "O", "O", "O", "O", "O", "O", "O", "O", "O", "O", "O", "O", "O", "O", "O", "O", "O", "O", "C", "C", "C", "C", "C", "C", "C", "C", "C", "C", "H", "H", "H", "H", "H", "H", "H", "H", "H", "H", "H", "H", "H", "H", "H", "H", "H", "H", "H", "H", "H", "H", "H", "H", "H", "H", "H", "H", "H", "H", "H", "H", "H", "H", "H", "H", "H"], "coordinates": [[4.02, -14.42, -8.84], [7.99, -11.99, -11.27], [5.25, -12.71, -11.79], [7.43, -13.60, -8.22], [2.86, -12.15, -6.08], [6.53, -13.38, -12.18], [5.75, -11.44, -11.16], [5.97, -13.68, -8.11], [10.50, -14.21, -5.60], [4.35, -12.48, -12.87], [7.31, -14.71, -4.66], [5.12, -9.53, -9.21], [7.79, -12.53, -9.17], [5.60, -16.22, -9.28], [3.35, -12.82, -7.29], [4.57, -13.51, -10.73], [9.11, -14.08, -11.07], [2.05, -13.12, -5.15], [3.95, -11.49, -5.19], [1.87, -10.99, -6.39], [8.04, -13.35, -6.91], [8.81, -10.74, -6.42], [9.39, -17.15, -9.31], [7.89, -14.91, -8.76], [1.58, -12.63, -3.89], [7.21, -16.04, -5.15], [5.22, -12.16, -5.00], [2.10, -10.14, -7.53], [5.75, -16.66, -10.63], [10.10, -10.47, -6.95], [9.93, -17.72, -8.14], [5.72, -9.93, -7.99], [9.71, -14.99, -11.99], [10.66, -13.74, -4.28], [10.10, -14.43, -12.84], [6.46, -15.81, -9.04], [10.42, -12.67, -4.21], [6.69, -16.64, -4.40], [4.79, -17.04, -11.00], [9.59, -14.02, -5.86], [10.40, -9.46, -6.66], [8.20, -16.46, -5.36], [11.71, -13.83, -4.01], [5.23, -10.80, -7.54], [10.61, -17.05, -7.61], [8.95, -16.33, -9.06], [5.36, -10.19, -9.88], [6.79, -10.14, -8.09], [0.52, -12.88, -3.81], [8.98, -15.73, -12.34], [1.35, -10.36, -8.29], [9.15, -17.99, -7.41], [6.48, -17.46, -10.71], [10.85, -11.17, -6.56], [6.05, -15.84, -11.28], [6.65, -16.08, -6.10], [5.50, -12.71, -5.89], [1.96, -9.10, -7.22], [8.57, -11.65, -6.67], [7.50, -14.16, -5.44], [10.08, -10.54, -8.05], [5.63, -9.11, -7.27], [10.48, -18.63, -8.38], [8.76, -14.53, -10.27], [5.18, -12.81, -4.13], [1.67, -11.55, -3.79], [5.97, -11.38, -4.85], [10.05, -14.31, -3.58], [10.54, -15.54, -11.53], [2.11, -13.11, -3.07], [3.11, -10.22, -7.93]], "mulliken_charge": [1.682, 1.115, 1.337, 0.749, 0.325, -0.853, -0.976, 0.056, -0.482, -0.642, -0.542, -0.614, 0.029, -0.643, -0.049, -0.844, -0.316, -0.393, -0.258, -0.364, -0.139, -0.502, -0.526, -1.079, -0.733, -0.325, -0.294, -0.268, -0.591, -0.503, -0.611, -0.414, -0.746, -0.601, 0.305, 0.299, 0.208, 0.400, 0.321, 0.245, 0.309, 0.155, 0.288, 0.123, 0.267, 0.525, 0.452, 0.105, 0.279, 0.245, 0.256, 0.210, 0.287, 0.190, 0.118, 0.013, -0.102, 0.242, 0.190, 0.184, 0.110, 0.343, 0.303, 0.256, 0.366, 0.337, 0.329, 0.234, 0.263, 0.272, 0.092]}

Number 1: calculated total energy -2650.8595 Eh. Number 2: calculated total energy -5255.9699 Eh. Number 3: calculated total energy -4326.1000 Eh.